Entry 1:
Here is 2 unconnected molecules or ions with the total composition C9H25BN3O4P from OMol25. Energies are from ωB97M-V/def2-TZVPD.

XYZ file:
```
43
Properties=species:S:1:pos:R:3:lowdin_charge:R:1
H 1.6544 0.8870 -1.2252 0.100
H -4.7177 1.1146 -3.2719 0.097
B 2.6871 -3.4343 0.2768 -0.762
C 2.9113 2.0307 0.0721 -0.246
H 0.5643 2.5541 2.2268 0.083
H -0.9523 -1.9130 -1.4116 0.083
H -1.8109 0.4194 -1.8753 0.073
H 2.0015 -0.1263 1.2196 0.070
H -0.8870 0.1965 0.2005 0.094
H 3.5114 -0.7078 0.5678 0.070
H 1.7861 -3.0664 3.2121 0.091
H 2.1791 1.9417 2.4823 0.076
C -1.7470 -0.4164 -0.0461 -0.281
H 3.4105 0.5686 -1.3503 0.107
C 2.5771 0.7412 -0.6776 -0.237
H -5.0474 3.7038 -0.8997 0.089
H -0.0100 -3.1500 0.8687 0.069
C -5.7407 2.7403 -2.6276 -0.692
O 1.7392 2.6533 0.5670 -0.180
O 3.6809 -4.0003 -0.4782 0.118
C 2.4954 -0.4308 0.2997 -0.395
N -4.7367 1.8179 -2.5581 0.143
H 3.6159 1.7921 0.8673 0.115
C -1.1865 -1.8281 -0.3576 -0.264
N -2.4918 0.1880 -1.1590 -0.013
H 0.0737 -1.5015 1.4087 0.075
C 1.6065 2.7131 1.9711 -0.113
C 2.6868 -3.2521 2.6324 -0.074
H 4.4761 -3.4496 -0.5529 0.110
H -4.0323 1.7988 -1.8388 0.052
H -6.4546 4.3746 -1.6501 0.098
H -1.9545 -2.5380 -0.0679 0.099
H 3.4099 2.7232 -0.6038 0.117
H 1.9281 3.6739 2.3724 0.084
P 1.6421 -1.9336 -0.4070 1.059
H 3.1447 -2.2958 2.3918 0.075
H -2.3690 -0.5027 0.8378 0.108
H 3.3666 -3.8104 3.2674 0.091
N -5.7316 3.6808 -1.6312 0.141
C 0.0388 -2.1260 0.5174 -0.384
O -6.5853 2.7334 -3.5060 0.016
O 2.3430 -4.0154 1.4818 -0.032
H -3.0751 -0.5484 -1.5457 0.071
```

Its HOMO energy is -8.4 eV. Its energy above the lowest of the compared OMol25 structures with the same formula, charge and spin is 15.4 kcal/mol. Its multiplicity is 1. The structure (SMILES) is COCCCP(CCCN)B(O)OC.NC(N)=O. The largest force on an atom is 0.026 Eh/bohr. The calculation puts the orbital gap at 0.3184 Eh. Its electronic energy is -1189.403206 Ha.

---

Entry 2:
Here is 13 unconnected molecules or ions with the total composition C43H95N9O13 from OMol25. Energies are from ωB97M-V/def2-TZVPD.

XYZ file:
```
160
Properties=species:S:1:pos:R:3:lowdin_charge:R:1
C -0.2432 -1.7354 -0.8987 -0.068
H 4.6667 -3.7782 0.7302 0.100
H 2.9631 1.4545 5.4195 0.092
H 2.9937 1.2827 -2.5950 0.110
H -0.2820 -1.2605 -6.3620 0.093
C 2.9868 5.7156 -1.1634 -0.151
C -2.4850 -7.6032 -1.3849 -0.382
C 0.8410 3.4137 -6.1247 -0.059
C 1.5652 3.8306 -1.4415 -0.176
H 4.9562 -1.8173 -3.6520 0.088
C -5.1249 -3.3725 2.0704 -0.142
N 0.0431 -0.7016 0.0508 -0.165
C 4.2736 -1.7638 -2.8033 -0.085
H 4.2978 4.6305 -2.3147 0.112
H -2.4473 -1.5450 4.0725 0.081
H -5.8872 -3.8823 1.4802 0.108
H 4.0063 -5.2084 1.5500 0.085
H -4.5839 -1.2424 1.9978 0.134
O -3.2790 -2.5414 0.8419 -0.168
H -3.3063 -3.8345 3.1498 0.109
H -3.3762 -4.5383 0.2027 0.126
H -1.3024 -0.0068 -5.5935 0.069
H 2.0379 3.0828 -0.7909 0.100
H -2.9784 -3.5730 -4.6206 0.132
H -0.5952 6.5876 1.3269 0.134
H 1.7492 -1.2926 -4.1108 0.083
N -0.7847 -1.8558 5.2750 -0.186
H 4.6013 2.9745 4.5744 0.115
H -2.9953 5.2364 -0.4354 0.078
H 3.7110 3.0347 0.8495 0.107
O 1.2561 3.5709 5.3979 -0.162
C 1.6598 -4.2156 1.4534 -0.278
H -2.1598 2.2383 -5.6116 0.079
H 2.5845 3.8524 3.5455 0.109
H -5.5138 -3.0792 3.0848 0.123
C 1.6265 5.1938 -0.8581 -0.203
H -2.4103 -0.6059 5.4936 0.096
C 4.1280 -4.1188 1.6485 -0.059
H 5.4907 2.8966 3.0170 0.123
H -0.6375 2.8204 4.7993 0.121
O -0.2328 0.2330 2.1578 -0.004
C -2.1153 -2.9073 -4.5290 -0.310
H -3.9260 -5.3074 2.3861 0.116
H 2.6305 -1.7161 0.4799 0.079
C -2.8655 -2.2467 -6.7028 -0.058
H -5.3318 0.5880 0.2189 0.088
H -2.0730 -8.0644 0.9140 0.069
C 3.4855 3.7206 2.8977 -0.170
O -2.7153 -7.4246 -2.5666 0.009
C -1.4490 -7.2030 0.7474 -0.031
C -0.4624 5.5157 1.4842 -0.346
N -1.6470 -6.8830 -0.6716 -0.174
N -3.9829 1.1023 -1.2781 -0.180
C -1.7477 -0.9894 4.7019 -0.080
H -4.9196 2.3111 0.0995 0.097
H -0.0583 0.8444 5.9840 0.113
H -3.4784 -1.4084 -7.0377 0.084
H 1.7725 3.2935 -5.5992 0.082
H -0.8367 3.0507 1.7790 0.084
H -1.4970 5.1966 -1.3665 0.097
H -3.5886 -3.0250 -6.4579 0.082
N -0.2457 2.7123 -5.5375 -0.188
O 0.5569 -3.6782 1.2985 -0.039
C -4.5516 -2.1634 1.3206 -0.227
H 3.9134 4.6811 2.6856 0.112
C 2.0783 1.4326 6.0546 -0.147
H -5.1882 -1.9177 0.4745 0.095
H 4.9653 -1.6455 -1.9316 0.100
C 2.7766 -2.0687 1.4959 -0.039
H 0.5570 3.4657 -1.6647 0.099
H 1.3450 5.0575 0.1831 0.080
C 4.5046 2.7862 3.5019 -0.183
H 2.0491 3.3172 1.3615 0.084
C -3.0182 -3.9285 1.0450 -0.222
C -0.4236 -0.6514 1.3544 -0.314
H 0.7482 2.8157 3.7398 0.082
H -0.9938 -1.5773 1.6344 0.125
H -0.7353 -4.9220 -0.5621 0.066
N 3.4054 -0.6702 -2.9079 -0.208
C 2.9885 1.5234 2.2613 -0.193
H -1.2979 -0.1848 4.1463 0.052
H 1.8875 -1.6023 1.9811 0.084
C -0.9529 -1.0399 -5.5363 -0.042
H -1.4730 2.1443 -7.2793 0.091
H 1.7991 -5.3050 1.4299 0.133
C 0.7764 1.2173 5.3138 -0.167
H 0.5976 4.4941 -6.1089 0.103
C 2.5960 -0.5987 -4.0995 -0.042
H 2.7145 3.4936 6.8433 0.119
C 3.6486 0.5027 -2.2254 -0.313
H -3.0053 -8.3379 -0.7570 0.129
C -1.2764 3.3175 0.8018 0.006
H 0.8811 1.2367 0.1942 0.070
C -0.4963 -1.7697 6.5949 -0.353
O 0.3574 5.0282 2.2651 -0.001
C 1.8602 2.8777 6.5279 -0.187
H -4.3210 -0.9419 -1.6843 0.105
H 3.3458 5.7107 -3.3203 0.128
H -0.7568 -1.2387 -1.7088 0.065
O -3.9974 3.3067 -1.9453 -0.006
H 0.8865 5.9043 -1.2562 0.125
H 1.5811 0.1918 -1.0041 0.062
H -0.3137 -1.2123 -4.6662 0.064
H 3.7199 5.4099 -0.3872 0.119
N 2.8173 -3.5121 1.6372 -0.188
O 4.3795 0.6203 -1.2349 0.005
C -1.9303 5.4589 -0.3651 -0.081
O 2.2357 4.0443 -2.7356 -0.161
H -1.1488 -1.0209 7.0813 0.132
H -2.2760 2.8641 0.6446 0.080
C 3.2759 4.9751 -2.4746 -0.213
C -0.2186 2.3218 -4.2593 -0.305
H -1.7733 -6.3609 1.3742 0.072
H -1.8214 6.5450 -0.2449 0.086
H -2.2514 -2.5327 -7.5608 0.089
H -0.3910 -7.4789 0.9915 0.101
O -1.3669 -3.0064 -3.5722 0.005
N -2.0221 -1.9957 -5.5491 -0.182
H -3.0474 1.7662 -2.9333 0.089
H -1.7334 3.6791 -6.5665 0.089
H -1.9217 -4.0829 1.1275 0.092
H 0.7309 -2.1215 -1.1577 0.083
C 3.0353 2.9633 1.6968 -0.170
O -1.0381 1.6034 -3.6673 -0.043
H 0.0259 -6.0376 -1.6722 0.086
H -3.8414 1.1999 0.8426 0.083
H 3.1685 0.7098 1.5686 0.092
H -2.7053 -0.5079 -0.9001 0.067
N -1.3225 4.7948 0.7422 -0.167
H 3.7302 -1.7000 1.8868 0.099
H 0.9176 3.1484 -7.1844 0.096
H 2.2421 0.4258 -4.1375 0.070
H 2.3023 0.8441 6.9277 0.109
O 0.3041 -2.5173 7.1311 0.007
H 0.0039 -3.7015 5.0245 0.083
H 3.2552 -0.7622 -4.9574 0.096
C -3.8424 -4.2109 2.2639 -0.176
C -3.4776 -0.2328 -1.5945 -0.029
C -0.9343 -5.7611 -1.2704 -0.034
C 0.4272 2.5811 4.7549 -0.197
C 0.6350 0.4824 -0.5576 -0.038
H 1.0040 -2.4761 4.2806 0.101
H -0.7883 -2.5702 -0.4153 0.077
H -1.4474 -5.3443 -2.1315 0.073
C -4.5177 1.2952 -0.0142 -0.104
H 0.7595 2.5891 -3.7848 0.120
H -0.4748 -3.0477 3.4758 0.067
H -0.0138 0.9391 -1.3234 0.085
H 1.9635 1.3418 2.6905 0.098
O 3.9233 1.4918 3.3093 -0.147
C -3.6114 2.1515 -2.0991 -0.295
C -0.0471 -2.7884 4.4520 -0.037
H 0.8888 0.5095 4.4817 0.092
H 2.9543 6.8038 -1.2872 0.117
H -0.6196 2.8587 0.0109 0.071
H -2.9723 -0.2037 -2.5397 0.065
H 1.1528 2.8024 7.3932 0.120
H 3.7531 -2.7451 -2.7103 0.102
H 4.6414 -3.8512 2.5997 0.105
C -1.4713 2.6618 -6.3265 -0.029
```

Its HOMO energy is -8.6 eV. Its multiplicity is 1. The largest force on an atom is 0.059 Eh/bohr. The calculation puts the orbital gap at 0.3243 Eh. Its electronic energy is -3166.228337 Ha.

---

Entry 3:
Here is C17H25N3O2S in the gas phase from OMol25. Energies are from ωB97M-V/def2-TZVPD.

XYZ file:
```
48
Properties=species:S:1:pos:R:3:lowdin_charge:R:1
H 2.1048 2.2161 1.0491 0.113
C -0.8950 -3.1557 0.2936 -0.160
C 1.9972 1.3233 0.4528 -0.014
C 2.0618 2.7768 -1.6008 -0.560
C -1.4316 -0.8440 1.8879 -0.149
C 1.8974 0.1054 1.0988 -0.059
H 1.6634 -1.9142 -1.5830 0.118
H 0.0627 -1.7842 3.1769 0.114
C 0.8872 3.6439 -1.1249 -0.041
H -5.5916 -1.0477 1.6561 0.121
C -3.5876 -1.7597 1.1878 -0.199
C 1.7419 -0.9946 -1.0244 -0.058
H -0.2482 -3.6098 -0.4560 0.114
H 3.4555 3.5791 -0.1252 0.076
H 1.0722 2.2638 -3.4676 0.087
C -4.6594 -0.6513 1.2450 -0.159
C 2.0096 2.6983 -3.1287 -0.065
H 2.0823 3.7014 -3.5434 0.086
H -0.0585 3.1711 -1.3812 0.092
C 3.3916 3.4306 -1.1992 -0.041
C 1.9628 1.4116 -0.9393 -0.163
H -4.3121 0.1687 1.8776 0.118
N -5.1308 0.2530 -1.1277 0.149
H 3.4900 4.4000 -1.6827 0.086
N -2.3181 -1.1839 0.7891 -0.170
H 0.9133 3.7950 -0.0495 0.076
H -0.8458 -1.2073 -0.6483 0.110
S 1.5639 -2.6247 1.1843 0.671
H 4.2265 2.8051 -1.5074 0.092
C -0.7106 -2.0729 2.4660 -0.164
H 2.8391 2.1143 -3.5202 0.086
N -0.0642 -2.8474 1.4339 -0.232
C 1.7592 -1.0490 0.3534 -0.277
O 2.1627 -2.5271 2.4832 -0.281
H 1.9411 0.0320 2.1743 0.118
C -1.5930 -1.8977 -0.2449 -0.150
H -1.6435 -3.8945 0.6060 0.129
H -0.6941 -0.1340 1.5011 0.111
O 1.9841 -3.6620 0.2896 -0.279
H -3.5414 -2.2455 2.1711 0.117
C -4.9207 -0.1349 -0.0734 -0.250
C 1.8426 0.2300 -1.6647 -0.002
H -1.4279 -2.7251 2.9796 0.124
H -2.0068 -0.3484 2.6726 0.124
H 0.9265 4.6186 -1.6057 0.086
H 1.8262 0.2459 -2.7415 0.106
H -3.8995 -2.5099 0.4574 0.126
H -2.2850 -2.1580 -1.0476 0.126
```

Its HOMO energy is -8.5 eV. Its energy above the lowest of the compared OMol25 structures with the same formula, charge and spin is 57.6 kcal/mol. Its multiplicity is 1. The structure (SMILES) is CC(C)(C)c1ccc(S(=O)(=O)N2CCN(CCC#N)CC2)cc1. The largest force on an atom is 0.021 Eh/bohr. The calculation puts the orbital gap at 0.3305 Eh. Its electronic energy is -1375.700601 Ha.

---

Entry 4:
Here is C3H3NO4 in the gas phase from OMol25. Energies are from ωB97M-V/def2-TZVPD.

XYZ file:
```
11
Properties=species:S:1:pos:R:3:lowdin_charge:R:1
H 0.0397 -2.1397 0.2865 0.164
O 2.2734 -1.2081 -0.2655 0.162
C -1.2404 -0.5848 -0.1461 -0.508
N -0.0015 -1.1363 0.2085 0.215
O -2.2617 -1.2292 -0.2091 0.134
C 1.2659 -0.5917 -0.1220 -0.493
O -1.2067 0.7587 -0.3382 0.061
C 0.0017 1.4379 0.1090 -0.102
H -0.0462 2.3700 -0.4795 0.153
O 1.1986 0.7687 -0.2506 0.060
H -0.0228 1.5546 1.2071 0.153
```

Its HOMO energy is -11.4 eV. Its energy above the lowest of the compared OMol25 structures with the same formula, charge and spin is 0.0 kcal/mol. Its multiplicity is 1. The structure (SMILES) is O=C1NC(=O)OCO1. The largest force on an atom is 0.031 Eh/bohr. The calculation puts the orbital gap at 0.4388 Eh. Its electronic energy is -471.873173 Ha.

---

Entry 5:
Here is C23H25NO10 in the gas phase from OMol25. Energies are from ωB97M-V/def2-TZVPD.

XYZ file:
```
59
Properties=species:S:1:pos:R:3:lowdin_charge:R:1
H 5.8283 2.7555 -2.5880 0.125
O -2.8946 2.2932 1.5453 0.136
C 2.9925 -1.0217 -0.1971 -0.068
H 1.6558 2.4575 1.2801 0.070
H 4.4381 3.2531 -1.5716 0.122
O 5.2993 -0.9973 0.3392 0.127
O -1.2589 -1.8714 -1.5335 -0.041
C -2.5482 -1.4490 -1.9066 -0.101
H -0.5528 -3.6810 -0.0295 0.105
C 0.4966 -3.6038 0.2048 -0.007
C -0.1847 1.6952 0.6145 -0.526
H 3.0537 -5.4075 1.5025 0.100
C 4.3253 1.0803 -0.3382 -0.422
H -3.4251 0.9238 4.0800 0.095
H 0.6639 -5.5677 1.0078 0.100
C 1.8638 -0.4159 -0.7091 0.043
O -0.5014 0.5005 1.1741 0.052
H 4.3213 -3.3355 0.9865 0.110
H 0.4841 2.1644 2.5828 0.092
C 4.2978 -0.4274 -0.0419 -0.258
O 5.2388 1.3790 -1.2425 0.033
C 0.6056 2.5276 1.5683 0.044
H -7.0146 -0.4066 -1.5785 0.086
H -6.7460 0.8572 -2.8177 0.091
H -6.7687 1.2838 -1.1087 0.095
C -5.0028 0.3006 -1.7315 -0.513
C -3.3827 -1.1098 -0.6594 -0.184
C -6.4878 0.5103 -1.8213 0.033
H -2.9989 -2.2852 -2.4443 0.148
C -1.2303 -0.4605 0.4315 -0.134
H 5.9263 3.4436 0.3979 0.077
C 2.5526 -4.5607 1.0579 -0.085
C 3.2670 -3.4156 0.7767 -0.005
C 1.2100 -2.4475 -0.0774 -0.137
C -2.6776 -0.0206 0.1606 -0.174
C -0.5413 -0.8386 -0.9073 -0.224
H -1.2442 -1.3466 1.0791 0.178
H -3.4749 -2.0015 -0.0276 0.175
C 6.3607 3.4420 -0.5989 -0.057
N 0.8044 -1.2559 -0.6501 0.051
H -4.5448 2.1890 3.5616 0.090
C -3.3990 1.3055 1.9991 -0.505
O -0.4670 1.9902 -0.5144 0.116
C 1.1887 -4.6529 0.7757 -0.085
O -3.3768 0.1009 1.3966 0.055
H -0.5128 0.0509 -1.5564 0.169
O -4.7291 -0.7698 -0.9609 0.048
H 6.5315 4.4683 -0.9112 0.078
H 1.7536 0.5705 -1.1179 0.145
C -4.1339 1.2167 3.3075 0.034
H 7.3106 2.9143 -0.5679 0.081
O 3.5923 1.8736 0.2050 0.115
C 5.4162 2.7607 -1.5772 -0.203
O -4.1711 0.9841 -2.2609 0.124
H 0.2926 3.5641 1.4853 0.099
H -2.6820 0.9445 -0.3619 0.155
C 2.5894 -2.3449 0.2026 -0.090
H -4.9157 0.4660 3.2494 0.086
H -2.4933 -0.5718 -2.5633 0.136
```

Its HOMO energy is -8.3 eV. Its multiplicity is 1. The structure (SMILES) is CCOC(=O)C(=O)c1cn([C@H]2OC[C@H](OC(C)=O)[C@@H](OC(C)=O)[C@@H]2OC(C)=O)c2ccccc12. The largest force on an atom is 0.014 Eh/bohr. The calculation puts the orbital gap at 0.3225 Eh. Its electronic energy is -1698.671490 Ha.